Entry 1:
Entry from the Open Molecules 2025 dataset: 5 unconnected molecules or ions with the total composition C24H42O13 (the ωB97M-V functional and the def2-TZVPD basis).

```
79
C24H42O13 | the Open Molecules 2025 dataset | the ωB97M-V functional and the def2-TZVPD basis
O -0.876 -1.352 4.006
O -3.170 -4.257 -2.167
O -3.513 6.726 5.373
O -3.900 3.169 3.859
O 1.524 -1.458 -2.172
O -1.833 5.832 3.782
O 2.676 -0.498 -3.837
O -1.711 -3.332 -0.740
O 7.495 0.626 -3.362
O 6.578 1.204 -5.323
O 0.276 -0.392 2.342
O -5.626 1.453 5.924
O -5.488 6.909 6.979
C 7.310 1.268 -1.021
C -6.446 3.945 6.060
C -2.408 2.345 5.859
C -4.040 4.441 4.585
C -0.834 -2.550 1.955
C -4.733 6.276 6.063
C 1.942 -1.511 -3.329
C -6.612 2.438 5.436
C 2.446 -0.165 -6.237
C -5.127 4.771 5.546
C 3.370 -0.544 -5.098
C -2.963 5.695 4.480
C -0.819 -4.973 -2.208
C 0.970 -0.439 1.081
C -1.922 -4.109 -1.671
C -2.652 2.490 4.244
C 7.056 1.551 -4.243
C 1.566 -2.655 -4.223
C -3.659 -6.462 -3.074
C 8.240 0.926 -2.168
C 0.046 -0.059 -0.059
C 7.073 2.998 -3.847
C -3.490 -4.985 -3.367
C -0.458 -1.405 2.850
H 7.264 3.600 -4.741
H -3.954 -7.004 -3.977
H -4.441 -4.581 -3.730
H -2.594 1.393 3.776
H 1.448 -1.411 0.931
H -0.790 -0.758 -0.150
H 0.113 -4.401 -2.184
H 1.526 -3.568 -3.621
H 6.099 3.268 -3.431
H 3.848 -1.517 -5.248
H 7.877 1.444 -0.103
H -0.874 -3.462 2.558
H -4.425 -6.615 -2.305
H -6.498 3.908 7.235
H -7.675 2.040 5.806
H -2.736 -6.906 -2.691
H 7.859 3.251 -3.138
H 8.985 1.705 -2.354
H 0.580 -2.464 -4.656
H -6.685 2.424 4.248
H 6.600 0.451 -0.847
H -1.534 3.078 6.180
H -5.861 1.194 6.868
H 0.589 -0.045 -1.008
H 4.180 0.191 -5.033
H 8.800 0.019 -1.916
H -1.820 -2.359 1.523
H -1.762 3.173 3.835
H 2.284 -2.848 -5.018
H 2.011 0.826 -6.064
H 2.989 -0.150 -7.186
H -2.120 1.209 6.057
H -0.962 -5.276 -3.244
H -0.717 -5.859 -1.575
H -3.343 2.564 6.527
H -0.116 -2.742 1.160
H 6.716 2.160 -1.237
H 1.610 -0.863 -6.328
H -0.389 0.932 0.114
H -7.393 4.575 5.701
H 1.780 0.296 1.145
H -2.754 -4.792 -4.153
```

Results
**Charge**: 0
**SMILES**: CCOC1=C(CCO)C(=O)OC1=O.CCOC(C)=O.CCOC(C)=O.CCOC(C)=O.CCOC(C)=O
**Molecular weight**: 538.59 g mol⁻¹
**Gap between HOMO and LUMO**: 8.3 eV
**LUMO energy**: -1.2 eV
**ΔE to the lowest compared entry with this formula, charge and spin**: 6.5257 eV
**Strongest force on any atom**: 9.39 eV/Å

Entry 2:
Entry from the Open Molecules 2025 dataset: a molecular structure, C42H53N3O11PS2SiW (the ωB97M-V functional and the def2-TZVPD basis).

```
114
C42H53N3O11PS2SiW | the Open Molecules 2025 dataset | the ωB97M-V functional and the def2-TZVPD basis
W -0.445 -2.009 -0.574
S -0.441 0.065 0.786
S -2.383 -1.717 3.320
P -2.071 -0.075 2.319
Si 1.317 3.010 -0.337
O -2.366 -2.096 -0.358
O -5.755 -6.882 -2.135
O -0.240 -5.385 -4.720
O -0.877 -0.891 -2.514
O -4.684 -7.834 -3.745
O -0.492 -3.797 -1.629
O 0.888 -6.035 -3.026
O 1.469 -2.066 -0.641
O 5.873 -1.198 0.330
O -4.372 -3.013 -0.137
O -0.090 -2.980 1.131
N -0.132 -2.488 -3.907
N -4.775 -7.081 -2.813
N -0.167 -5.657 -3.534
C -2.346 3.466 4.364
C -4.373 1.398 -0.723
C -2.360 -1.800 -4.224
C -2.411 -6.399 -3.125
C -3.799 -5.236 -1.476
C -5.811 0.422 0.882
C 7.114 -1.338 1.198
C 2.566 3.369 1.123
C -1.299 3.303 5.303
C -1.303 3.645 -1.574
C 2.469 -2.148 0.227
C -0.245 4.094 -0.495
C -0.718 1.198 4.322
C -1.503 -4.591 -1.799
C -3.237 -3.158 -0.520
C -5.667 1.165 -0.266
C -2.742 -4.388 -1.153
C 2.736 4.894 1.303
C 3.733 -1.814 -0.108
C 3.069 1.073 -1.443
C 1.002 1.557 -2.754
C -0.972 4.294 0.817
C 2.798 3.277 -2.683
C 4.512 -2.116 2.160
C -1.393 -5.595 -2.720
C 4.717 -1.716 0.830
C -2.580 2.400 3.457
C -3.574 -6.265 -2.381
C -1.730 1.339 3.411
C -4.748 0.107 1.709
C -3.453 0.402 1.301
C 3.967 2.726 0.955
C -0.488 2.161 5.258
C 3.232 -2.579 2.483
C 0.894 -3.098 1.875
C 0.496 5.420 -0.906
C 2.189 -2.550 1.541
C -1.106 -1.703 -3.456
C 1.838 2.917 2.437
C -3.308 0.960 0.022
C 2.064 2.141 -1.878
C 0.665 -3.855 3.173
H -1.728 5.102 0.704
H -3.265 -1.678 -3.584
H -0.163 5.945 -1.665
H -0.462 -3.230 -4.548
H -0.034 0.426 4.319
H 1.541 0.942 -3.556
H 0.349 2.224 -3.348
H 0.799 3.266 2.524
H 4.452 2.894 1.924
H -1.414 2.575 -1.572
H -4.794 -5.106 -1.048
H 4.569 3.155 0.108
H 6.909 -0.741 2.109
H 2.336 3.375 3.312
H 1.442 5.191 -1.463
H -1.494 3.419 1.121
H 1.846 5.460 1.602
H -3.389 2.603 2.712
H 2.698 0.426 -0.707
H 3.323 0.465 -2.302
H 3.989 1.568 -1.164
H -1.173 4.074 6.012
H 0.361 2.042 5.884
H 0.781 6.076 -0.069
H 1.091 -4.831 3.046
H 2.175 4.059 -3.059
H 0.530 0.718 -2.299
H 1.140 -3.329 4.045
H -0.965 3.990 -2.531
H -2.324 -7.180 -3.909
H -6.624 1.416 -0.813
H -6.801 0.152 1.202
H 3.959 -1.606 -1.198
H -2.972 4.380 4.331
H 7.272 -2.391 1.521
H -0.260 4.566 1.621
H 5.169 -2.030 2.980
H -2.452 -2.798 -4.684
H -4.821 -0.519 2.563
H -2.261 4.133 -1.300
H 3.503 5.091 2.053
H 0.772 -2.531 -3.538
H 3.045 5.303 0.356
H 7.870 -1.035 0.523
H 3.083 -3.003 3.478
H -4.239 1.816 -1.703
H 1.773 1.831 2.520
H 3.293 2.806 -3.530
H 3.955 1.666 0.943
H -2.407 -0.993 -4.984
H 3.612 3.639 -2.107
H -2.325 0.920 -0.404
H -0.419 -3.967 3.282
```

Results
**Charge**: +1
**Molecular weight**: 1082.93 g mol⁻¹
**Gap between HOMO and LUMO (spin up / spin down)**: 6.2 / 6.1 eV
**LUMO energy (spin up / spin down)**: -3.6 / -3.6 eV
**ΔE to the lowest compared entry with this formula, charge and spin**: 2.9043 eV
**Strongest force on any atom**: 3.29 eV/Å

Entry 3:
Entry from the Open Molecules 2025 dataset: a single C6H6O molecule (the ωB97M-V functional and the def2-TZVPD basis).

```
13
C6H6O | the Open Molecules 2025 dataset | the ωB97M-V functional and the def2-TZVPD basis
O 1.610 -0.087 0.906
C -1.348 -0.635 0.143
C -1.173 0.835 0.204
C 1.146 0.637 -0.209
C -0.339 -1.392 0.056
C -0.048 1.508 -0.040
C 1.007 -0.807 -0.264
H 1.742 -1.473 -0.851
H -2.054 1.507 0.599
H -0.395 -2.581 -0.007
H 0.009 2.567 -0.182
H 2.062 1.031 -0.736
H -2.219 -1.111 0.382
```

Results
**Charge**: 0
**SMILES**: C1=C[C@@H]2O[C@@H]2C=C1
**Molecular weight**: 94.11 g mol⁻¹
**Gap between HOMO and LUMO**: 9.9 eV
**LUMO energy**: 0.6 eV
**ΔE to the lowest compared entry with this formula, charge and spin**: 2.9365 eV
**Strongest force on any atom**: 7.36 eV/Å

Entry 4:
Entry from the Open Molecules 2025 dataset: a molecular structure, C19H19N4O5Sn (the ωB97M-V functional and the def2-TZVPD basis).

```
48
C19H19N4O5Sn | the Open Molecules 2025 dataset | the ωB97M-V functional and the def2-TZVPD basis
Sn 0.427 1.498 -0.399
O -1.504 -0.047 1.704
O -2.163 1.055 -0.542
O 1.974 0.101 0.023
O 4.714 -0.346 0.351
O 2.592 3.228 1.353
N -1.624 -0.665 -1.991
N -0.385 0.761 1.609
N -0.346 -0.600 -1.444
N 1.638 2.416 1.518
C -4.199 -0.601 -3.094
C -4.749 1.133 -1.527
C 1.855 -1.677 -1.577
C 2.545 -0.851 -0.656
C 2.524 -2.693 -2.270
C 1.350 1.921 2.700
C -6.415 0.339 -3.070
C -2.431 0.220 -1.476
C 3.927 -1.117 -0.466
C 0.215 1.019 2.716
C 3.870 -2.922 -2.078
C 0.441 -1.510 -1.887
C -3.819 0.243 -2.052
C -0.270 0.418 3.999
C -5.488 -0.553 -3.599
C 4.262 -0.152 1.689
C -6.042 1.181 -2.033
C 2.113 2.311 3.927
C 4.560 -2.124 -1.167
H -1.962 0.199 0.860
H 4.386 -3.704 -2.620
H -5.773 -1.212 -4.410
H 3.982 -1.111 2.138
H 0.509 0.447 4.757
H -7.422 0.375 -3.467
H 1.458 2.577 4.761
H 1.958 -3.298 -2.969
H 5.619 -2.266 -0.988
H -3.466 -1.288 -3.493
H -1.134 0.978 4.364
H 2.786 1.519 4.274
H -0.594 -0.607 3.836
H 2.725 3.174 3.669
H -4.432 1.782 -0.722
H -6.758 1.878 -1.617
H 0.014 -2.224 -2.595
H 3.420 0.533 1.737
H 5.112 0.264 2.229
```

Results
**Charge**: -1
**Molecular weight**: 502.10 g mol⁻¹
**Gap between HOMO and LUMO**: 7.3 eV
**LUMO energy**: 3.0 eV
**ΔE to the lowest compared entry with this formula, charge and spin**: 0.0000 eV
**Strongest force on any atom**: 0.22 eV/Å

Entry 5:
Entry from the Open Molecules 2025 dataset: 3 unconnected molecules or ions with the total composition C2H10O2S2 (the ωB97M-V functional and the def2-TZVPD basis).

```
16
C2H10O2S2 | the Open Molecules 2025 dataset | the ωB97M-V functional and the def2-TZVPD basis
S 0.272 -2.084 -1.805
S 1.076 -2.999 -0.146
O -1.902 -2.234 1.409
O 0.689 4.812 4.598
C 0.624 -0.363 -1.572
C 0.371 0.387 -2.828
H 1.550 4.567 4.203
H 0.076 4.094 4.455
H -0.095 0.016 -0.768
H -0.325 -0.088 -3.599
H -2.336 -3.113 1.465
H -0.091 -3.210 0.418
H -2.631 -1.557 1.652
H 1.686 -0.403 -1.367
H 1.187 0.801 -3.380
H -0.151 1.374 -2.734
```

Results
**Charge**: 0
**SMILES**: CCSS.O.O
**Molecular weight**: 130.23 g mol⁻¹
**Gap between HOMO and LUMO**: 9.0 eV
**LUMO energy**: 0.4 eV
**ΔE to the lowest compared entry with this formula, charge and spin**: 1.2425 eV
**Strongest force on any atom**: 4.01 eV/Å

Entry 6:
Entry from the Open Molecules 2025 dataset: a molecular structure, C11H7Cl2CuNO5S3 (the ωB97M-V functional and the def2-TZVPD basis).

```
30
C11H7Cl2CuNO5S3 | the Open Molecules 2025 dataset | the ωB97M-V functional and the def2-TZVPD basis
Cu -0.789 -1.212 0.123
Cl -1.162 -0.760 -2.879
Cl -0.641 4.361 -1.065
S -2.639 -3.107 -0.045
S 1.516 -1.030 0.242
S -1.122 1.280 -0.359
O -3.220 -3.752 1.121
O -0.586 -0.806 2.304
O -1.114 -3.217 -0.041
O -3.194 -3.593 -1.299
O -2.746 -1.582 0.050
N 0.622 -0.837 2.770
C -0.880 0.933 -3.114
C 3.143 -0.878 3.910
C 2.009 -0.776 4.717
C 0.778 -0.762 4.113
C -0.878 1.791 -1.981
C -0.480 2.715 -4.679
C -0.667 3.147 -2.327
C 1.714 -0.947 1.935
C -0.475 3.606 -3.618
C 2.980 -0.964 2.549
C -0.686 1.369 -4.411
H -0.163 -0.690 4.636
H 4.135 -0.893 4.344
H -0.331 3.062 -5.694
H -0.322 4.665 -3.777
H -0.705 0.637 -5.209
H 2.069 -0.711 5.794
H 3.832 -1.050 1.889
```

Results
**Charge**: -2
**Multiplicity**: 2
**Molecular weight**: 463.83 g mol⁻¹
**Gap between HOMO and LUMO (spin up / spin down)**: 6.1 / 6.1 eV
**LUMO energy (spin up / spin down)**: 4.7 / 4.7 eV
**ΔE to the lowest compared entry with this formula, charge and spin**: 0.0463 eV
**Strongest force on any atom**: 0.90 eV/Å

Entry 7:
Entry from the Open Molecules 2025 dataset: 2 unconnected molecules or ions with the total composition C8H11N (the ωB97M-V functional and the def2-TZVPD basis).

```
20
C8H11N | the Open Molecules 2025 dataset | the ωB97M-V functional and the def2-TZVPD basis
N 0.760 2.657 1.492
C 1.121 1.033 -0.431
C -0.474 -0.820 -1.744
C -0.538 -0.190 -0.419
C 0.034 -0.858 2.163
C 0.971 2.002 0.549
C -0.865 -0.775 0.884
C -1.637 0.469 0.343
C 2.009 0.768 -1.348
H 3.018 1.147 -1.418
H -0.454 -0.110 -2.646
H -1.428 -1.667 0.747
H 1.041 -1.276 1.971
H 0.388 0.235 2.407
H -1.390 -1.419 -2.073
H -2.624 0.085 -0.023
H -0.653 -1.271 2.940
H 0.437 -1.441 -1.979
H 1.802 -0.037 -2.061
H -1.518 1.468 0.648
```

Results
**Charge**: 0
**Molecular weight**: 121.18 g mol⁻¹
**Gap between HOMO and LUMO**: 10.2 eV
**LUMO energy**: 0.6 eV
**ΔE to the lowest compared entry with this formula, charge and spin**: 3.0735 eV
**Strongest force on any atom**: 4.54 eV/Å

Entry 8:
Entry from the Open Molecules 2025 dataset: 12 unconnected molecules or ions with the total composition C18H62BF4N4O11 (the ωB97M-V functional and the def2-TZVPD basis).

```
100
C18H62BF4N4O11 | the Open Molecules 2025 dataset | the ωB97M-V functional and the def2-TZVPD basis
F -0.500 -0.207 -0.889
F -1.720 -0.453 1.058
F -1.221 1.681 0.292
F -2.689 0.372 -0.869
O 3.428 -2.956 -3.308
O -3.774 2.839 -0.009
O 1.458 1.999 -0.839
O -0.972 -2.849 -1.027
O 1.647 2.321 2.977
O -0.824 6.040 -0.037
O 2.384 -4.904 0.868
O -2.456 -1.732 3.739
O -1.149 -3.616 1.698
O -4.697 0.330 -3.537
O -4.225 -1.544 1.065
N 2.710 -1.517 -0.600
N -0.141 -2.411 -4.049
N -1.090 3.457 2.593
N 0.747 -1.125 3.822
C 3.112 -2.209 1.730
C 1.284 -5.769 0.928
C 1.645 0.933 2.936
C -1.306 4.746 1.909
C -5.041 1.720 -3.341
C -5.618 2.269 -4.616
C 0.778 0.796 5.281
C 4.642 -2.267 -3.563
C -0.399 6.056 -1.373
C -0.458 4.824 0.664
C 2.736 2.843 2.243
C -0.917 5.837 2.887
C 1.247 -4.379 -4.681
C 2.317 -2.298 -3.875
C 3.077 -2.630 0.271
C 2.089 -3.770 0.052
C 1.101 -3.193 -3.743
C 0.558 0.340 3.824
B -1.525 0.325 -0.074
H 0.648 1.876 5.394
H 2.599 0.509 3.304
H -3.347 -2.090 3.807
H 4.077 -2.970 -0.018
H -5.685 1.776 -2.461
H -4.075 2.213 -3.170
H 4.842 -2.334 -4.635
H 1.840 0.672 5.508
H -1.391 5.722 3.858
H 0.465 -5.354 1.533
H 0.103 0.236 5.921
H 1.013 -1.413 2.878
H -1.483 -2.862 2.210
H -0.543 7.075 -1.726
H -1.003 5.388 -2.010
H 2.623 2.603 1.183
H -0.428 0.686 3.493
H 0.605 1.895 -0.396
H -2.894 2.554 0.264
H 2.130 -1.874 2.070
H 2.170 -1.315 -3.390
H -2.346 4.824 1.584
H 0.464 -5.131 -4.553
H 2.193 -4.083 -0.992
H 2.464 -2.046 -4.939
H 1.088 -3.387 0.259
H -0.535 4.006 -0.050
H -0.147 -1.602 3.933
H 3.408 -3.057 2.350
H 0.170 5.812 3.038
H -0.990 -3.268 -0.156
H 1.742 -1.270 -0.398
H -1.237 2.651 1.995
H 4.553 -1.224 -3.231
H -4.086 0.094 -2.829
H 0.632 5.688 -1.465
H 1.041 -3.523 -2.703
H 5.429 -2.708 -2.957
H -3.900 2.354 -0.829
H -4.861 2.296 -5.406
H -1.114 6.827 2.469
H 2.742 -1.772 -1.581
H -4.670 -0.726 1.305
H 3.905 -1.467 1.842
H 0.832 -5.941 -0.057
H -0.994 -1.899 -0.837
H 0.595 5.001 0.936
H 2.750 3.933 2.325
H -2.582 -0.832 3.415
H 1.467 1.296 -1.496
H -3.350 -1.265 0.758
H 1.612 -6.697 1.391
H 2.163 -4.911 -4.395
H -5.970 3.298 -4.528
H 1.575 0.457 1.939
H -0.254 -3.747 2.028
H 0.057 -1.514 -3.592
H -0.117 3.361 2.880
H 1.296 -4.105 -5.734
H -6.407 1.639 -5.035
H -0.815 -2.775 -3.371
H 3.693 2.516 2.666
```

Results
**Charge**: -1
**Molecular weight**: 597.52 g mol⁻¹
**Gap between HOMO and LUMO**: 9.0 eV
**LUMO energy**: 2.5 eV
**Strongest force on any atom**: 2.11 eV/Å